1.
{"formula": "C31H60O19", "method": "the ωB97M-V functional and the def2-TZVPD basis", "symbols": ["C", "C", "C", "C", "C", "C", "C", "O", "C", "O", "O", "C", "C", "C", "C", "C", "C", "O", "C", "C", "H", "H", "H", "H", "H", "H", "H", "H", "H", "H", "H", "H", "H", "H", "H", "H", "H", "H", "H", "H", "H", "H", "H", "H", "H", "H", "H", "H", "H", "H", "C", "O", "C", "O", "O", "C", "H", "H", "H", "H", "H", "H", "C", "O", "C", "O", "O", "C", "H", "H", "H", "H", "H", "H", "C", "O", "C", "O", "O", "C", "H", "H", "H", "H", "H", "H", "C", "O", "C", "O", "O", "C", "H", "H", "H", "H", "H", "H", "C", "O", "C", "O", "O", "C", "H", "H", "H", "H", "H", "H"], "xyz": [[2.781, 0.865, 1.069], [1.599, 0.883, 2.067], [0.571, -0.254, 1.913], [1.110, -1.661, 1.578], [1.516, -2.490, 2.827], [3.029, -2.580, 3.083], [3.818, -3.127, 1.887], [4.391, -1.951, 1.245], [5.569, -1.697, 1.867], [5.952, -0.703, 2.245], [6.196, -2.910, 1.915], [5.152, -3.829, 2.273], [5.452, -5.224, 1.729], [6.151, -5.227, 0.363], [5.273, -4.627, -0.773], [5.833, -3.318, -1.340], [5.547, -3.165, -2.861], [4.282, -3.655, -3.228], [3.220, -2.866, -2.741], [3.131, -1.480, -3.398], [2.978, 1.887, 0.739], [2.609, 0.251, 0.191], [3.681, 0.570, 1.595], [1.970, 0.983, 3.086], [1.056, 1.814, 1.881], [0.085, -0.358, 2.887], [-0.233, 0.006, 1.226], [0.265, -2.204, 1.147], [1.887, -1.679, 0.815], [1.130, -3.501, 2.673], [1.022, -2.119, 3.724], [3.384, -1.609, 3.423], [3.167, -3.297, 3.901], [3.180, -3.626, 1.165], [5.223, -3.881, 3.365], [4.562, -5.852, 1.729], [6.153, -5.689, 2.426], [7.122, -4.742, 0.418], [6.336, -6.271, 0.104], [4.265, -4.501, -0.381], [5.183, -5.366, -1.568], [5.408, -2.439, -0.861], [6.915, -3.320, -1.205], [5.692, -2.105, -3.094], [6.331, -3.711, -3.383], [2.309, -3.395, -3.023], [3.200, -2.779, -1.649], [3.394, -1.530, -4.452], [3.802, -0.805, -2.867], [2.126, -1.069, -3.319], [-0.665, 3.833, -0.881], [-1.632, 2.872, -0.445], [-2.883, 3.325, -0.401], [-3.239, 4.443, -0.689], [-3.671, 2.334, 0.019], [-5.055, 2.677, 0.122], [0.304, 3.340, -0.872], [-0.879, 4.166, -1.896], [-0.630, 4.683, -0.201], [-5.454, 2.963, -0.849], [-5.199, 3.478, 0.845], [-5.577, 1.790, 0.470], [-2.935, -5.725, -1.869], [-1.933, -4.755, -1.551], [-2.268, -3.498, -1.860], [-3.303, -3.147, -2.365], [-1.254, -2.702, -1.509], [-1.473, -1.316, -1.785], [-2.543, -6.694, -1.573], [-3.851, -5.529, -1.313], [-3.133, -5.735, -2.940], [-2.334, -0.945, -1.231], [-1.607, -1.151, -2.853], [-0.589, -0.775, -1.454], [-3.552, 6.998, 0.356], [-3.128, 7.500, 1.633], [-2.136, 8.386, 1.575], [-1.589, 8.779, 0.576], [-1.845, 8.766, 2.826], [-0.790, 9.722, 2.918], [-4.354, 6.291, 0.537], [-3.932, 7.808, -0.267], [-2.741, 6.487, -0.141], [-1.055, 10.639, 2.394], [0.137, 9.312, 2.521], [-0.653, 9.945, 3.973], [-5.199, 4.783, -3.155], [-4.696, 5.337, -4.373], [-4.392, 6.635, -4.291], [-4.510, 7.329, -3.314], [-3.933, 7.030, -5.483], [-3.565, 8.409, -5.541], [-5.411, 3.732, -3.344], [-4.456, 4.859, -2.362], [-6.124, 5.279, -2.861], [-2.762, 8.623, -4.838], [-4.426, 9.045, -5.339], [-3.213, 8.602, -6.551], [-2.547, -3.986, 1.323], [-2.665, -4.174, 2.735], [-3.719, -4.906, 3.102], [-4.534, -5.394, 2.361], [-3.712, -5.004, 4.434], [-4.792, -5.767, 4.973], [-1.661, -3.382, 1.147], [-2.423, -4.939, 0.818], [-3.415, -3.454, 0.932], [-4.757, -6.793, 4.611], [-5.749, -5.309, 4.725], [-4.673, -5.770, 6.053]], "mulliken_charge": [-0.84, -0.64, -0.80, 2.61, -1.35, -0.73, -0.18, -0.10, 0.21, -0.48, -0.45, 0.19, -1.31, -0.94, -0.33, -0.24, -0.87, -0.46, 0.67, -1.34, 0.46, 0.20, 0.06, 0.38, 0.43, 0.36, 0.25, -1.45, -0.81, 0.51, 0.55, 0.23, 0.44, 0.63, 0.75, 0.32, 0.44, 0.43, 0.32, 0.01, 0.77, -0.31, 0.64, 0.35, 0.41, 0.33, -0.40, 0.34, 0.35, 0.35, -0.73, -0.21, 0.65, -0.52, -0.26, -0.58, 0.19, 0.35, 0.33, 0.18, 0.28, 0.26, -0.76, -0.28, 0.56, -0.57, 0.05, -0.83, 0.25, 0.33, 0.32, 0.39, 0.41, 0.12, -0.37, -0.36, 0.74, -0.55, -0.34, -0.63, 0.17, 0.36, 0.16, 0.29, 0.29, 0.22, -0.10, -0.36, 0.77, -0.53, -0.34, -0.63, 0.28, -0.16, 0.34, 0.30, 0.29, 0.22, -0.18, -0.23, 0.68, -0.55, -0.35, -0.63, -0.27, 0.37, 0.39, 0.29, 0.29, 0.22], "lumo_energy_ev": 0.38, "fmax_ev_per_a": 6.40, "smiles": "CCCCCC[C@H]1OC(=O)O[C@@H]1CCCCCOCC.COC(=O)OC.COC(=O)OC.COC(=O)OC.COC(=O)OC.COC(=O)OC"}

=====

2.
{"formula": "C31H61O13Rb", "method": "the ωB97M-V functional and the def2-TZVPD basis", "symbols": ["Rb", "O", "C", "O", "O", "H", "C", "C", "O", "C", "H", "H", "H", "H", "H", "H", "C", "C", "O", "C", "H", "H", "H", "H", "H", "H", "C", "C", "O", "C", "H", "H", "H", "H", "H", "H", "C", "C", "O", "C", "H", "H", "H", "H", "H", "H", "C", "C", "O", "C", "H", "H", "H", "H", "H", "H", "C", "C", "O", "C", "H", "H", "H", "H", "H", "H", "C", "C", "O", "C", "H", "H", "H", "H", "H", "H", "C", "C", "O", "C", "H", "H", "H", "H", "H", "H", "C", "C", "O", "C", "H", "H", "H", "H", "H", "H", "C", "C", "O", "C", "H", "H", "H", "H", "H", "H"], "xyz": [[-0.122, -0.350, 0.037], [2.284, -4.146, 1.543], [1.607, -3.134, 1.041], [0.517, -2.915, 1.576], [2.087, -2.491, 0.065], [1.534, -4.031, 2.131], [-2.797, -1.043, -5.309], [-4.308, -0.843, -4.910], [-5.129, -0.684, -5.811], [-4.724, -1.138, -3.525], [-2.050, -0.676, -4.605], [-2.620, -0.458, -6.212], [-2.717, -2.097, -5.573], [-3.866, -0.981, -2.871], [-5.153, -2.137, -3.445], [-5.587, -0.510, -3.304], [-2.349, -3.609, -1.372], [-1.483, -2.977, -2.483], [-1.231, -1.760, -2.578], [-0.870, -3.920, -3.532], [-2.862, -2.835, -0.800], [-1.743, -4.190, -0.677], [-3.057, -4.277, -1.863], [-0.171, -4.583, -3.022], [-0.347, -3.348, -4.299], [-1.601, -4.545, -4.044], [-4.981, 1.301, -0.308], [-3.763, 0.862, 0.429], [-2.911, 0.184, -0.093], [-3.595, 1.466, 1.838], [-4.962, 2.370, -0.518], [-5.826, 1.018, 0.320], [-5.107, 0.730, -1.228], [-2.728, 1.035, 2.339], [-4.508, 1.215, 2.378], [-3.434, 2.544, 1.811], [-0.701, 4.399, 1.119], [-0.761, 5.322, 2.311], [-1.098, 6.494, 2.211], [-0.256, 4.790, 3.603], [-1.152, 3.440, 1.371], [0.322, 4.308, 0.755], [-1.333, 4.917, 0.397], [0.833, 4.811, 3.640], [-0.518, 3.732, 3.571], [-0.694, 5.271, 4.477], [2.038, 0.036, 3.164], [0.929, 0.978, 3.512], [0.165, 1.364, 2.622], [0.881, 1.605, 4.894], [2.907, 0.039, 3.822], [2.438, 0.484, 2.254], [1.720, -0.999, 3.040], [1.327, 2.594, 4.992], [1.379, 0.946, 5.606], [-0.155, 1.760, 5.195], [-3.462, -1.391, 5.663], [-2.547, -1.488, 4.466], [-1.529, -0.844, 4.482], [-2.873, -2.420, 3.334], [-3.752, -2.332, 6.133], [-4.319, -0.748, 5.462], [-2.833, -0.879, 6.391], [-2.304, -3.348, 3.374], [-2.834, -1.866, 2.396], [-3.930, -2.660, 3.452], [2.917, -3.135, -3.100], [2.616, -1.882, -3.882], [2.179, -1.972, -5.000], [2.776, -0.540, -3.213], [1.981, -3.620, -2.822], [3.413, -2.855, -2.171], [3.586, -3.789, -3.660], [3.762, -0.562, -2.748], [1.934, -0.343, -2.550], [2.822, 0.149, -4.056], [-2.106, 1.931, -3.516], [-0.612, 1.610, -3.488], [0.141, 1.655, -2.552], [-0.055, 1.324, -4.898], [-2.655, 1.342, -4.250], [-2.212, 3.001, -3.694], [-2.461, 1.797, -2.494], [-0.896, 1.098, -5.554], [0.610, 0.460, -4.914], [0.473, 2.237, -5.172], [3.662, 3.047, 0.925], [2.850, 2.541, -0.256], [2.003, 1.639, -0.176], [3.207, 3.020, -1.651], [4.233, 3.956, 0.735], [4.336, 2.196, 1.018], [3.008, 3.088, 1.796], [4.219, 3.414, -1.753], [2.617, 3.901, -1.903], [3.073, 2.178, -2.330], [7.107, -1.314, 3.141], [5.776, -0.832, 2.612], [5.524, 0.343, 2.518], [4.753, -1.876, 2.156], [7.790, -0.502, 3.391], [7.592, -1.900, 2.360], [7.069, -1.884, 4.070], [4.744, -2.618, 2.954], [5.123, -2.278, 1.212], [3.782, -1.385, 2.081]], "mulliken_charge": [-0.56, -0.55, 0.64, -0.62, -0.44, 0.29, -0.45, 0.56, -0.62, -0.45, -0.26, 0.34, 0.38, -0.19, 0.39, 0.34, -1.19, 1.08, -0.29, -1.47, 0.10, 0.39, 0.43, 0.42, 0.25, 0.42, -0.97, 0.58, 0.27, -1.11, 0.33, 0.48, -0.09, -0.06, 0.48, 0.38, -0.16, 0.46, -0.61, -0.46, -0.13, 0.05, 0.37, 0.24, -0.11, 0.38, -0.74, 0.75, -0.16, -1.59, 0.48, 0.07, 0.26, 0.33, 0.45, 0.36, -1.23, 0.64, -0.46, -0.58, 0.35, 0.29, 0.35, 0.31, -0.04, 0.37, -0.50, 0.53, -0.60, -1.00, -0.09, 0.12, 0.38, 0.59, 0.14, 0.49, -0.72, 0.60, -0.22, -0.98, 0.28, 0.45, -0.14, 0.29, 0.09, 0.42, -0.94, 0.58, 0.38, -0.87, 0.42, 0.29, 0.05, 0.44, 0.31, -0.14, -1.36, 0.67, -0.49, -0.15, 0.36, 0.33, 0.33, 0.38, 0.38, -0.51], "lumo_energy_ev": -0.07, "fmax_ev_per_a": 7.11}

=====

| no. | DFT total energy (eV) | HOMO level (eV) |
| --- | --- | --- |
| 1 | -72021.7415 | -9.66 |
| 2 | -60409.2777 | -8.15 |